(1)
This record from OMol25 describes a cluster of 10 separate species, C26H36N10 in total. The level of theory is ωB97M-V/def2-TZVPD.

Output
SMILES: c1cc[nH]c1.c1cc[nH]c1.c1cc[nH]c1.CC#N.CC#N.CC#N.CC#N.CC#N.CC#N.CC#N

```
! RIJCOSX wB97M-V def2-TZVPD def2/J DEFGRID3
* xyz 0 1
C 30.020 -9.437 20.127
C 30.644 -10.397 19.314
C 29.713 -10.911 18.448
N 28.560 -10.186 18.636
C 28.722 -9.304 19.673
H 30.409 -8.914 20.985
H 31.675 -10.705 19.400
H 29.849 -11.662 17.691
H 27.759 -10.224 18.034
H 27.920 -8.666 20.002
C 31.379 -9.510 24.613
C 31.256 -10.601 25.514
C 29.970 -11.059 25.495
N 29.289 -10.369 24.532
C 30.142 -9.451 23.987
H 32.252 -8.925 24.396
H 32.047 -11.006 26.128
H 29.433 -11.803 26.064
H 28.336 -10.500 24.260
H 29.817 -8.855 23.149
C 38.570 -10.437 18.863
C 38.789 -9.534 17.806
C 37.817 -8.563 17.881
N 37.042 -8.866 18.966
C 37.485 -9.992 19.591
H 39.152 -11.309 19.119
H 39.611 -9.612 17.115
H 37.582 -7.710 17.270
H 36.302 -8.295 19.334
H 36.958 -10.301 20.477
C 30.685 -12.813 21.916
C 31.878 -11.977 21.894
N 32.735 -11.219 21.866
H 30.077 -12.474 22.758
H 30.955 -13.859 22.046
H 30.041 -12.701 21.045
C 34.705 -11.786 24.372
C 35.069 -11.180 25.667
N 35.319 -10.708 26.685
H 34.208 -12.733 24.574
H 35.631 -12.042 23.860
H 34.070 -11.029 23.921
C 31.378 -6.513 18.584
C 32.513 -7.311 18.193
N 33.412 -7.967 17.938
H 30.539 -7.055 18.118
H 31.361 -5.547 18.085
H 31.191 -6.528 19.653
C 33.168 -8.256 21.221
C 32.391 -7.389 22.096
N 31.842 -6.629 22.760
H 33.876 -7.664 20.638
H 32.493 -8.758 20.530
H 33.787 -8.982 21.733
C 37.870 -9.236 23.626
C 36.982 -8.519 22.734
N 36.277 -7.958 22.028
H 38.807 -8.726 23.822
H 38.019 -10.246 23.244
H 37.341 -9.374 24.575
C 30.042 -5.115 25.250
C 29.363 -5.344 26.535
N 28.829 -5.550 27.532
H 30.596 -6.010 24.978
H 30.731 -4.280 25.348
H 29.328 -4.896 24.460
C 34.615 -4.718 22.185
C 33.940 -4.511 20.913
N 33.423 -4.372 19.898
H 34.673 -5.797 22.332
H 34.076 -4.275 23.017
H 35.620 -4.311 22.082
*
```

Here are the Mulliken charges for atoms 1 to 6, given in e: C 0.73; C -0.71; C -0.87; N -0.01; C -1.28; H 0.44



(2)
This record from OMol25 describes the molecule C26H36N4OS. The level of theory is ωB97M-V/def2-TZVPD.

Output
Energy above the lowest of the compared OMol25 structures with the same formula, charge and spin, kcal per mole: 17.84
SMILES: CCN1CCCc2cc(CN(CCN3CCOCC3)C(=S)Nc3cccc(C)c3)ccc21

```
! RIJCOSX wB97M-V def2-TZVPD def2/J DEFGRID3
* xyz 0 1
C -2.128 -0.056 6.323
C -2.422 0.978 5.235
N -2.887 0.375 4.009
C -4.321 0.274 3.860
C -4.707 -0.832 2.889
C -4.018 -0.568 1.557
C -2.535 -0.489 1.781
C -1.664 -0.865 0.778
C -0.287 -0.813 0.941
C 0.634 -1.218 -0.182
N 1.813 -0.373 -0.291
C 3.090 -1.050 -0.183
C 3.503 -1.813 -1.460
N 4.051 -1.050 -2.555
C 5.260 -0.302 -2.256
C 5.878 0.140 -3.584
O 4.986 0.937 -4.327
C 3.782 0.252 -4.566
C 3.121 -0.189 -3.257
C 1.757 0.969 -0.160
S 3.090 1.908 0.185
N 0.566 1.634 -0.241
C -0.568 1.409 -1.018
C -1.786 1.933 -0.587
C -2.921 1.743 -1.349
C -2.860 1.040 -2.541
C -1.647 0.544 -3.001
C -1.566 -0.203 -4.298
C -0.506 0.742 -2.237
C 0.207 -0.403 2.170
C -0.644 -0.027 3.188
C -2.035 -0.037 3.018
H -1.356 -0.746 5.993
H -1.792 0.439 7.231
H -3.023 -0.630 6.552
H -1.528 1.575 5.035
H -3.198 1.665 5.587
H -4.757 0.070 4.843
H -4.732 1.233 3.504
H -5.791 -0.858 2.774
H -4.377 -1.795 3.284
H -4.244 -1.357 0.838
H -4.380 0.375 1.135
H -2.076 -1.199 -0.165
H 0.995 -2.237 -0.004
H 0.070 -1.228 -1.122
H 3.038 -1.766 0.645
H 3.851 -0.307 0.060
H 4.270 -2.538 -1.168
H 2.644 -2.369 -1.847
H 5.959 -0.948 -1.721
H 5.055 0.594 -1.649
H 6.765 0.753 -3.413
H 6.153 -0.753 -4.167
H 3.139 0.944 -5.113
H 3.975 -0.639 -5.185
H 2.213 -0.754 -3.481
H 2.868 0.711 -2.674
H 0.608 2.544 0.200
H -1.831 2.475 0.346
H -3.865 2.147 -1.013
H -3.754 0.892 -3.127
H -1.827 -1.251 -4.143
H -0.560 -0.161 -4.710
H -2.262 0.210 -5.025
H 0.452 0.411 -2.609
H 1.274 -0.367 2.341
H -0.208 0.274 4.126
*
```

Here are the Mulliken charges for atoms 1 to 6, given in e: C -1.07; C -1.08; N 0.24; C -0.74; C -0.88; C -0.82



(3)
This record from OMol25 describes the molecule C26H37Br4F4NO7S. The level of theory is ωB97M-V/def2-TZVPD.

Output
SMILES: CCCCCCCCC[N@H+]1[C@](F)(CCOC(C)=O)[C@@](Br)(CC[C@](F)(Br)C(F)(F)Br)O[C@@](CC=O)(C(=O)[O-])[C@@]1(S)CC(=O)Br

```
! RIJCOSX wB97M-V def2-TZVPD def2/J DEFGRID3
* xyz 0 1
C -3.197 -4.384 -0.028
C -2.011 -4.428 -1.000
C -0.659 -4.683 -0.318
C 0.126 -3.405 -0.011
C 1.661 -3.577 -0.081
C 2.382 -3.236 1.218
C 2.181 -1.787 1.701
C 2.463 -0.797 0.576
C 2.681 0.671 0.958
N 1.567 1.666 0.720
C 0.649 1.334 -0.425
F -0.115 0.259 0.013
C 1.391 0.905 -1.697
C 0.832 -0.355 -2.363
O 1.357 -0.301 -3.708
C 1.595 -1.544 -4.231
C 0.406 -2.316 -4.700
O 2.705 -1.965 -4.298
C -0.387 2.452 -0.677
Br 0.505 3.939 -1.783
C -1.503 1.993 -1.628
C -2.587 0.994 -1.203
C -3.557 1.278 -0.062
F -2.968 1.082 1.136
Br -4.917 -0.164 -0.199
C -4.315 2.630 -0.160
F -3.478 3.662 -0.324
F -5.079 2.571 -1.294
Br -5.499 2.927 1.335
O -0.896 3.020 0.428
C -0.069 3.380 1.555
C 0.575 4.772 1.442
C 1.922 5.000 0.816
O 2.589 5.957 1.093
C -1.113 3.618 2.748
O -2.291 3.648 2.417
O -0.555 3.749 3.843
C 0.834 2.203 1.970
S 2.082 2.856 3.166
C 0.048 1.079 2.700
C 0.245 0.843 4.183
O -0.454 1.195 5.023
Br 1.722 -0.373 4.726
H -3.936 -3.654 -0.349
H -3.715 -5.337 -0.011
H -2.877 -4.127 0.977
H -2.184 -5.255 -1.684
H -1.979 -3.533 -1.618
H -0.852 -5.214 0.612
H -0.069 -5.331 -0.958
H -0.179 -2.976 0.940
H -0.157 -2.680 -0.775
H 1.881 -4.596 -0.381
H 2.045 -2.946 -0.881
H 3.437 -3.496 1.173
H 1.950 -3.862 2.000
H 1.162 -1.715 2.061
H 2.905 -1.617 2.489
H 1.716 -0.951 -0.181
H 3.399 -1.133 0.130
H 3.015 0.710 1.988
H 3.533 1.030 0.390
H 2.027 2.523 0.387
H 1.386 1.661 -2.470
H 2.438 0.689 -1.518
H -0.250 -0.355 -2.425
H 1.214 -1.260 -1.906
H -0.367 -1.675 -5.111
H 0.753 -3.002 -5.461
H -0.023 -2.889 -3.882
H -1.976 2.890 -2.002
H -1.013 1.571 -2.500
H -2.197 0.004 -0.998
H -3.213 0.858 -2.081
H 0.627 5.223 2.424
H -0.150 5.380 0.897
H 2.358 4.297 0.081
H 3.101 3.091 2.322
H 0.341 0.141 2.231
H -1.017 1.169 2.515
*
```

Here are the Mulliken charges for atoms 1 to 6, given in e: C -1.30; C -0.31; C -1.07; C 0.91; C -1.00; C -1.50



(4)
This record from OMol25 describes the molecule C26H37N3O2. The level of theory is ωB97M-V/def2-TZVPD.

Output
Energy above the lowest of the compared OMol25 structures with the same formula, charge and spin, kcal per mole: 57.65
SMILES: COc1cccc(CN2CCN(C3CCN(c4ccccc4C)CC3)C[C@@H]2CCO)c1

```
! RIJCOSX wB97M-V def2-TZVPD def2/J DEFGRID3
* xyz 0 1
C -5.359 -4.270 -0.100
O -6.321 -3.280 0.165
C -5.994 -1.975 -0.056
C -6.992 -1.042 0.226
C -6.755 0.303 0.034
C -5.530 0.741 -0.441
C -4.530 -0.178 -0.723
C -3.191 0.298 -1.225
N -2.550 1.154 -0.234
C -2.213 0.456 0.999
C -0.918 -0.357 0.910
N 0.157 0.532 0.516
C 1.494 0.003 0.724
C 2.526 1.132 0.806
C 3.894 0.546 1.145
N 4.282 -0.412 0.127
C 5.659 -0.685 0.023
C 6.204 -1.906 0.416
C 7.556 -2.161 0.278
C 8.390 -1.196 -0.253
C 7.855 0.012 -0.664
C 6.500 0.283 -0.546
C 5.956 1.581 -1.066
C 3.369 -1.533 0.090
C 1.982 -1.027 -0.307
C -0.127 1.061 -0.803
C -1.409 1.910 -0.749
C -1.179 3.184 0.076
C -2.411 4.094 0.085
O -3.488 3.563 0.807
C -4.764 -1.534 -0.528
H -5.066 -4.276 -1.155
H -4.469 -4.145 0.525
H -5.837 -5.218 0.144
H -7.940 -1.401 0.593
H -7.532 1.019 0.254
H -5.351 1.793 -0.592
H -2.573 -0.568 -1.507
H -3.347 0.902 -2.126
H -3.050 -0.194 1.265
H -2.097 1.202 1.788
H -0.695 -0.778 1.893
H -1.045 -1.195 0.200
H 1.468 -0.488 1.706
H 2.594 1.650 -0.151
H 2.222 1.851 1.566
H 4.642 1.336 1.200
H 3.845 0.060 2.136
H 5.567 -2.664 0.845
H 7.956 -3.114 0.594
H 9.448 -1.385 -0.358
H 8.500 0.760 -1.103
H 4.911 1.464 -1.340
H 6.032 2.370 -0.317
H 6.521 1.899 -1.940
H 3.727 -2.249 -0.653
H 3.294 -2.045 1.066
H 2.046 -0.561 -1.291
H 1.289 -1.869 -0.361
H 0.700 1.690 -1.131
H -0.263 0.255 -1.547
H -1.659 2.216 -1.773
H -0.908 2.919 1.096
H -0.344 3.731 -0.364
H -2.165 5.048 0.559
H -2.714 4.298 -0.956
H -3.577 2.635 0.525
H -3.974 -2.236 -0.751
*
```

Here are the Mulliken charges for atoms 1 to 6, given in e: C -0.77; O -0.45; C 0.68; C -0.56; C -0.79; C -0.63



(5)
This record from OMol25 describes a structure of composition C26H37N3O8Ti. The level of theory is ωB97M-V/def2-TZVPD.

Output
Energy above the lowest of the compared OMol25 structures with the same formula, charge and spin, kcal per mole: 10.43

```
! RIJCOSX wB97M-V def2-TZVPD def2/J DEFGRID3
* xyz -2 1
Ti 0.395 1.767 0.687
O 3.357 -0.552 2.265
C 2.475 -0.102 1.239
O 1.423 0.652 1.767
C 3.323 0.855 0.415
O 2.368 1.693 -0.235
C 2.814 2.700 -1.102
C 1.628 3.614 -1.381
O 1.763 4.495 -2.227
O 0.610 3.389 -0.641
H 2.844 -1.153 2.817
H 3.932 0.344 -0.337
H 3.969 1.462 1.061
H 3.193 2.274 -2.036
H 3.609 3.288 -0.626
O 0.941 -1.260 -0.406
C -0.159 -1.827 0.144
C -1.366 -0.811 0.219
O -2.490 -1.247 0.461
O -1.116 0.446 0.026
C 0.146 -2.305 1.596
C -0.194 -1.557 2.717
C 0.196 -1.963 3.990
C 0.939 -3.124 4.160
C 1.284 -3.882 3.048
C 0.884 -3.473 1.780
C -0.600 -3.062 -0.688
C -1.649 -3.900 -0.306
C -2.005 -4.991 -1.085
C -1.314 -5.272 -2.262
C -0.260 -4.455 -2.638
C 0.094 -3.360 -1.848
H 2.041 -0.870 0.613
H -0.747 -0.634 2.596
H -0.068 -1.358 4.849
H 1.248 -3.435 5.152
H 1.868 -4.787 3.167
H 1.163 -4.057 0.911
H -2.193 -3.674 0.601
H -2.828 -5.628 -0.778
H -1.596 -6.122 -2.874
H 0.290 -4.665 -3.549
H 0.917 -2.705 -2.112
C -2.175 -0.738 -3.012
C -1.696 0.463 -3.829
C -0.919 -0.026 -5.051
C -2.897 1.285 -4.293
N -0.844 1.399 -3.087
N 0.364 0.900 -2.550
H -2.826 -1.372 -3.622
H -2.727 -0.425 -2.122
H -1.335 -1.351 -2.687
H -1.561 -0.634 -5.692
H -0.070 -0.641 -4.745
H -0.545 0.828 -5.623
H -3.565 0.677 -4.908
H -2.562 2.150 -4.869
H -3.465 1.644 -3.431
H -1.353 1.805 -2.311
H 1.069 0.929 -3.271
H 0.333 0.006 -2.052
C -1.516 4.456 3.048
C -0.316 3.504 3.094
C -0.398 2.616 4.342
C 0.979 4.326 3.145
N -0.310 2.669 1.928
H -1.546 5.101 3.935
H -2.440 3.879 2.997
H -1.451 5.079 2.154
H -0.347 3.210 5.262
H 0.424 1.899 4.324
H -1.335 2.054 4.331
H 0.998 4.994 4.014
H 1.066 4.919 2.232
H 1.835 3.648 3.197
*
```

Here are the Mulliken charges for atoms 1 to 6, given in e: Ti 0.39; O -0.81; C 1.16; O 0.12; C -1.22; O 0.68



(6)
This record from OMol25 describes a structure of composition C26H37N4O2S2Ti. The level of theory is ωB97M-V/def2-TZVPD.

Output
Energy above the lowest of the compared OMol25 structures with the same formula, charge and spin, kcal per mole: 1.04

```
! RIJCOSX wB97M-V def2-TZVPD def2/J DEFGRID3
* xyz 1 1
Ti -0.447 0.766 0.209
C -4.144 -1.716 0.757
C -2.869 -1.007 1.097
N -2.096 -0.574 0.134
N -2.548 -0.916 -1.138
C -1.639 -0.891 -2.045
S 0.032 -0.484 -1.741
S -2.218 -1.209 -3.668
C -0.729 -1.754 -4.555
C -0.219 -3.108 -4.142
C -1.030 -4.234 -4.265
C -0.559 -5.484 -3.904
C 0.734 -5.626 -3.414
C 1.549 -4.513 -3.293
C 1.072 -3.259 -3.655
C -2.500 -0.840 2.503
C -3.270 -1.430 3.523
C -2.928 -1.312 4.850
C -1.794 -0.589 5.212
C -1.006 -0.008 4.243
C -1.345 -0.143 2.897
O -0.541 0.416 1.989
H -4.549 -1.330 -0.172
H -4.878 -1.618 1.548
H -3.939 -2.777 0.595
H 0.044 -0.990 -4.490
H -1.080 -1.770 -5.589
H -2.041 -4.127 -4.643
H -1.198 -6.352 -4.009
H 1.104 -6.604 -3.135
H 2.560 -4.620 -2.924
H 1.713 -2.389 -3.567
H -4.147 -2.006 3.271
H -3.541 -1.781 5.607
H -1.525 -0.485 6.255
H -0.117 0.554 4.495
C 3.791 3.508 0.838
C 4.069 2.457 -0.230
N 3.871 1.079 0.235
C 5.084 0.283 0.468
C 5.786 0.639 1.768
C 2.648 0.598 0.438
C 2.483 -0.789 0.989
N 1.557 1.285 0.168
H 3.955 4.503 0.425
H 4.459 3.379 1.688
H 2.767 3.462 1.210
H 5.105 2.528 -0.558
H 3.463 2.622 -1.125
H 5.743 0.456 -0.384
H 4.826 -0.771 0.442
H 6.119 1.677 1.770
H 6.665 0.009 1.900
H 5.127 0.491 2.625
H 2.686 -1.529 0.213
H 1.463 -0.929 1.337
H 3.156 -0.969 1.825
H 1.745 2.188 -0.252
C -3.606 2.456 0.359
C -2.350 3.193 -0.074
C -1.896 4.195 0.973
C -2.517 3.829 -1.443
O -1.289 2.211 -0.201
H -4.440 3.155 0.425
H -3.468 2.001 1.343
H -3.863 1.681 -0.364
H -2.661 4.960 1.111
H -0.974 4.687 0.662
H -1.731 3.700 1.932
H -3.301 4.585 -1.409
H -2.794 3.076 -2.181
H -1.591 4.309 -1.759
*
```

Here are the Mulliken charges for atoms 1 to 6, given in e: Ti 0.27; C -1.81; C 0.99; N 1.59; N -1.13; C 0.58



Number 1: highest occupied orbital energy -7.9 eV. Number 2: highest occupied orbital energy -7.3 eV. Number 3: highest occupied orbital energy -8.6 eV. Number 4: highest occupied orbital energy -8.1 eV. Number 5: highest occupied orbital energy -1.7 eV. Number 6: highest occupied orbital energy -10.7 eV.